{"formula": "C8H21N4OP", "method": "ωB97M-V/def2-TZVPD", "species": ["C", "C", "C", "C", "C", "C", "C", "C", "N", "N", "N", "N", "O", "P", "H", "H", "H", "H", "H", "H", "H", "H", "H", "H", "H", "H", "H", "H", "H", "H", "H", "H", "H", "H", "H"], "positions_angstrom": [[1.2335, -1.7339, 1.5165], [2.0429, -2.4747, 2.5550], [-1.6251, -0.2503, -2.0918], [-2.5079, -0.9959, -0.0293], [1.5560, -0.8777, -2.0036], [1.8350, 1.4416, -1.1406], [0.3627, 1.6400, 2.1623], [-1.3440, 2.1015, 0.4561], [0.1014, -2.0307, 1.0337], [-1.3020, -0.5223, -0.7236], [0.9517, 0.2506, -1.2656], [-0.4283, 1.0991, 0.9870], [1.7890, -0.6321, 1.1102], [0.0551, -0.1890, 0.1485], [1.7865, -2.1598, 3.6542], [3.1382, -2.4006, 2.2204], [1.8857, -3.6033, 2.6576], [-2.0195, -1.1945, -2.6253], [-2.4967, 0.4558, -2.3766], [-0.7161, 0.1862, -2.6688], [-2.3602, -1.0917, 1.0571], [-3.2145, -0.2553, -0.2206], [-2.7633, -1.9472, -0.4351], [2.6228, -1.0901, -1.7891], [1.0717, -1.7701, -1.8659], [1.4485, -0.4755, -3.0100], [1.3352, 2.3336, -1.5124], [1.9889, 1.5881, 0.0221], [2.8362, 1.3191, -1.5582], [1.1114, 0.8340, 2.3762], [0.8397, 2.5968, 1.9333], [-0.2939, 1.8033, 2.9936], [-2.2678, 2.1088, 1.0436], [-0.8626, 3.0496, 0.4519], [-1.7474, 1.9516, -0.5160]], "atomic_forces_ev_per_a": [[2.1, -1.7, 2.2], [0.4, -1.7, 1.7], [0.1, 0.1, -3.4], [2.3, -0.3, 0.8], [1.3, 3.2, -0.5], [-0.5, -0.7, 3.1], [0.1, -1.8, -1.3], [-0.9, -0.4, 0.9], [-0.4, -3.0, 0.2], [-2.0, -0.3, -0.3], [1.2, 0.3, 0.7], [0.3, 3.2, 1.4], [0.9, -0.3, -0.5], [-0.3, 2.4, -3.1], [0.9, 0.1, -2.0], [-1.5, 0.4, 1.0], [-0.3, 1.5, -0.7], [1.0, 1.0, 0.7], [1.1, -0.4, 1.4], [-1.7, -1.0, 1.1], [0.1, 0.0, -0.4], [-1.8, 1.0, -0.1], [-0.6, -0.8, -0.3], [-0.3, 0.5, 0.1], [-1.7, -2.0, 0.2], [0.4, -1.0, -0.6], [0.1, 0.1, -0.2], [0.0, 0.1, -2.2], [-0.3, -0.2, -0.2], [-0.6, 1.2, 0.2], [0.1, -0.2, -0.2], [-0.4, -0.1, 0.5], [0.2, 0.4, 0.5], [0.2, 1.1, 0.1], [0.4, -0.7, -1.1]], "e_homo_ha": [-0.1520, -0.3054], "total_charge": 0, "s2": 2.008, "spin_multiplicity": 3, "e_above_lowest_kj_mol": 0.00, "homo_lumo_gap_ev": [5.0, 6.5]}

=====

{"formula": "C8H21N4S", "method": "ωB97M-V/def2-TZVPD", "species": ["C", "C", "C", "C", "C", "C", "C", "C", "N", "N", "N", "N", "S", "H", "H", "H", "H", "H", "H", "H", "H", "H", "H", "H", "H", "H", "H", "H", "H", "H", "H", "H", "H", "H"], "positions_angstrom": [[0.3027, -0.1776, -0.7284], [0.7514, -1.0896, 0.4436], [-1.1944, 0.0019, -0.3531], [0.6074, -0.7418, -2.1699], [-1.4227, 2.3529, -1.6517], [-2.3077, 0.2550, 1.8255], [2.3844, -1.3334, 0.3462], [-2.0737, 1.0101, -1.1495], [0.5567, -0.5063, 1.6877], [-1.2126, 0.4967, 1.0381], [1.4480, 0.5408, 2.0217], [2.9221, -1.6540, 1.7142], [-2.1622, -1.6142, -0.4634], [0.9082, 0.7872, -0.4343], [0.2049, -2.1129, 0.4354], [-0.0304, -0.2829, -2.9102], [0.1627, -1.6644, -2.2296], [1.6056, -0.6621, -2.3743], [-2.1223, 3.1352, -1.5158], [-1.1357, 2.2778, -2.6590], [-0.4403, 2.5606, -0.9791], [-2.4720, 1.0313, 2.5924], [-3.2628, 0.1849, 1.2215], [-2.3222, -0.7270, 2.3983], [3.1120, -0.6582, -0.2850], [2.4006, -2.2377, -0.2193], [-2.5375, 0.5913, -1.9782], [-2.8303, 1.3275, -0.4086], [1.6792, 1.1402, 1.2243], [1.2109, 1.0233, 2.8232], [2.7779, -0.8205, 2.2559], [3.8897, -1.9140, 1.6146], [2.4362, -2.4538, 2.0641], [-3.2504, -1.1644, -1.1566]], "atomic_forces_ev_per_a": [[0.4, 0.5, 0.5], [2.7, -0.9, -1.5], [-1.1, 0.3, 0.4], [-2.8, 2.4, 2.4], [2.5, -1.5, 3.3], [-2.9, -1.3, 1.9], [-0.8, 0.0, -1.8], [1.2, 2.5, 1.6], [-2.1, 2.2, 2.4], [3.4, 0.0, -1.6], [0.6, -2.2, -3.4], [0.5, -0.5, -2.2], [0.1, -0.1, -0.6], [-1.5, -1.3, -1.3], [1.0, 1.6, -0.1], [0.3, 1.1, -0.3], [-0.2, -2.9, 0.2], [2.4, -0.1, -0.9], [-0.5, 0.9, 0.1], [0.5, 0.0, -1.3], [-2.3, -0.1, -1.6], [0.3, -0.1, -0.4], [0.9, 0.1, 0.5], [0.3, 0.8, -0.8], [-1.7, -0.6, 1.8], [0.4, -0.9, -0.3], [-0.8, -1.1, -1.3], [0.0, -0.4, -0.6], [-0.3, 0.2, 0.6], [-1.0, 1.0, 1.8], [-0.3, 1.0, 1.0], [0.6, 0.0, 0.3], [-0.6, -0.5, 0.7], [0.7, -0.2, 0.4]], "e_homo_ha": [-0.4329, -0.4265], "total_charge": 1, "e_above_lowest_kj_mol": 318.50, "homo_lumo_gap_ev": [8.4, 8.5]}

=====

{"formula": "C8H21NO4Rb", "method": "ωB97M-V/def2-TZVPD", "species": ["Rb", "C", "O", "C", "C", "N", "C", "C", "O", "C", "H", "H", "H", "H", "H", "H", "H", "H", "H", "H", "H", "H", "H", "H", "H", "C", "C", "O", "O", "H", "H", "H", "H", "H", "H"], "positions_angstrom": [[-4.8457, 13.4605, 7.0572], [-1.2364, 14.4848, 7.6083], [-2.2928, 13.7873, 8.2608], [-2.3757, 14.1139, 9.6550], [-3.7114, 13.8817, 10.2817], [-4.6816, 14.8897, 9.8057], [-5.8326, 15.0521, 10.7001], [-6.8025, 16.0631, 10.1859], [-6.2993, 17.3473, 10.4982], [-7.1436, 18.3871, 10.0267], [-0.4113, 14.6750, 8.2961], [-1.5755, 15.4738, 7.2667], [-0.9296, 13.9115, 6.7393], [-2.0071, 15.1342, 9.8091], [-1.6138, 13.4889, 10.1437], [-3.6113, 13.9166, 11.3717], [-4.2205, 12.9608, 9.9843], [-4.2727, 15.8103, 9.6822], [-5.4682, 15.3590, 11.6926], [-6.3671, 14.1181, 10.9013], [-7.7822, 15.9046, 10.6530], [-6.8864, 15.9853, 9.0913], [-8.1104, 18.3610, 10.5351], [-7.2614, 18.3104, 8.9422], [-6.6421, 19.3163, 10.2835], [-1.9700, 9.5024, 8.5372], [-2.9421, 9.8093, 7.4348], [-3.2520, 11.2238, 7.4587], [-0.9042, 10.4323, 8.4599], [-1.6640, 8.4525, 8.5201], [-2.4701, 9.5895, 9.5165], [-3.8645, 9.2578, 7.6055], [-2.5052, 9.5719, 6.4635], [-2.4609, 11.6033, 7.8705], [-0.0615, 9.9962, 8.6036]], "atomic_forces_ev_per_a": [[-0.1, 0.0, 0.0], [-0.2, 0.5, 0.0], [-0.5, 0.3, 0.1], [1.6, -0.7, 0.1], [-1.3, 1.0, -0.6], [-0.4, 0.0, -0.3], [0.5, -0.4, 0.7], [0.0, 0.6, 0.0], [-0.1, -0.1, -0.1], [0.4, -0.1, 0.3], [0.2, -0.3, -0.1], [-0.1, -0.1, 0.0], [0.2, -0.1, 0.1], [-0.5, 0.2, 0.0], [-0.2, 0.0, 0.2], [0.1, -0.1, 0.0], [0.8, -0.6, 0.3], [0.2, -0.1, 0.2], [-0.2, 0.2, 0.0], [0.3, -0.2, -0.5], [0.0, 0.1, -0.1], [-0.2, -0.2, 0.0], [-0.1, 0.0, -0.1], [-0.2, 0.1, 0.0], [-0.1, 0.1, -0.1], [-0.4, -0.5, 0.9], [-0.2, 0.4, -0.1], [0.2, -0.7, 0.3], [0.2, 0.0, -0.1], [0.3, 0.1, -0.4], [0.0, 0.3, -0.2], [0.0, -0.1, -0.2], [-0.1, -0.1, 0.0], [-0.1, 0.5, -0.2], [0.0, 0.0, 0.0]], "e_homo_ha": -0.4506, "total_charge": 1, "e_above_lowest_kj_mol": 39.34, "homo_lumo_gap_ev": 9.3}

=====

{"formula": "C8H21NOP2STi", "method": "ωB97M-V/def2-TZVPD", "species": ["Ti", "H", "H", "P", "P", "C", "H", "H", "H", "C", "H", "H", "H", "C", "H", "H", "H", "C", "H", "H", "H", "C", "H", "H", "H", "C", "H", "H", "H", "C", "O", "H", "S", "C", "N"], "positions_angstrom": [[-0.0491, 0.1519, -0.1430], [1.3314, -0.3393, 0.9674], [0.7609, -1.5049, 0.0150], [0.9635, 1.9824, 1.0874], [-0.8990, -1.4791, -1.7475], [-2.5524, -2.1123, -1.3888], [-2.8817, -2.7068, -2.2518], [-2.5373, -2.7352, -0.4866], [-3.2485, -1.2807, -1.2259], [-1.0465, -0.5714, -3.2978], [-0.0606, -0.1991, -3.5992], [-1.4418, -1.2627, -4.0523], [-1.7252, 0.2823, -3.1723], [0.1128, -2.9335, -2.1169], [0.1627, -3.5776, -1.2321], [-0.3521, -3.4609, -2.9565], [1.1252, -2.6108, -2.3803], [0.8940, 3.3877, -0.0434], [1.3558, 4.2460, 0.4610], [1.4410, 3.1484, -0.9631], [-0.1484, 3.6177, -0.3008], [0.0937, 2.5122, 2.5782], [0.1474, 1.7337, 3.3479], [0.5720, 3.4324, 2.9400], [-0.9616, 2.7078, 2.3539], [2.7011, 1.8186, 1.5619], [3.2874, 1.5323, 0.6830], [3.0353, 2.7851, 1.9523], [2.7934, 1.0362, 2.3231], [-1.5034, -0.3876, 1.4577], [-2.5399, -0.3646, 2.1110], [1.2211, 0.3290, -1.1922], [0.0724, -1.4525, 1.7021], [-0.0629, -2.4966, 3.0621], [-0.0605, -3.2282, 3.9463]], "atomic_forces_ev_per_a": [[-0.1, -0.7, 0.9], [0.2, 0.4, -2.0], [0.8, 1.6, -1.0], [-0.3, -0.8, -0.5], [0.4, 0.6, 0.7], [-0.3, -0.4, -0.5], [-0.2, 0.0, 0.3], [0.0, 0.1, -0.2], [0.2, -0.2, 0.0], [-0.2, -0.4, -0.7], [-0.2, -0.1, 0.1], [0.0, 0.4, -0.2], [0.1, -0.2, -0.1], [-0.2, -0.1, -0.3], [0.0, 0.1, -0.2], [0.2, -0.2, 0.1], [-0.2, 0.0, 0.0], [0.3, 0.7, 0.2], [-0.2, 0.2, -0.4], [-0.1, 0.0, 0.3], [0.2, 0.0, 0.1], [0.2, 0.6, 0.3], [0.0, 0.1, -0.2], [-0.2, -0.1, 0.2], [0.3, -0.1, 0.0], [0.0, 0.4, 0.1], [-0.1, 0.1, 0.2], [0.3, -0.2, 0.1], [0.0, 0.2, -0.1], [-5.1, 2.7, 0.1], [3.7, -0.9, -1.3], [0.8, 0.6, -1.3], [0.9, -4.6, 4.8], [-1.1, 0.8, -0.3], [0.1, -0.7, 0.8]], "e_homo_ha": [-0.2573, -0.2740], "total_charge": 0, "s2": 2.014, "spin_multiplicity": 3, "homo_lumo_gap_ev": [6.7, 6.3]}

=====

{"formula": "C8H22B2O27", "method": "ωB97M-V/def2-TZVPD", "species": ["O", "C", "O", "B", "O", "C", "O", "O", "C", "O", "C", "O", "O", "O", "C", "O", "B", "O", "C", "O", "O", "C", "O", "C", "O", "O", "O", "H", "H", "O", "H", "H", "O", "H", "H", "O", "H", "H", "O", "H", "H", "O", "H", "H", "O", "H", "H", "O", "H", "H", "O", "H", "H", "O", "H", "H", "O", "H", "H"], "positions_angstrom": [[-2.7275, 1.3418, 4.2403], [-1.5695, 1.1158, 4.2193], [-0.8705, 1.2218, 3.1843], [0.5625, 0.8688, 3.5963], [0.4975, 0.7618, 5.0383], [-0.6915, 0.9238, 5.4203], [-0.9945, 1.0878, 6.5273], [1.5195, 1.9188, 3.2383], [2.4385, 1.3938, 2.5433], [3.6355, 1.8818, 2.5373], [2.2145, 0.0158, 2.3623], [1.0575, -0.2982, 2.7593], [2.6525, -0.7142, 1.5283], [-0.7225, -2.8432, 0.1963], [-0.5505, -1.6472, -0.2817], [-0.3925, -0.5792, 0.4323], [-0.4015, 0.4988, -0.5177], [-0.3035, -0.1932, -1.9027], [-0.5115, -1.4232, -1.7127], [-0.4205, -2.2102, -2.5517], [0.8215, 1.3328, -0.2017], [0.4775, 2.5298, -0.1977], [1.3055, 3.4648, -0.0377], [-0.9045, 2.6088, -0.1837], [-1.4935, 1.5038, -0.2927], [-1.5965, 3.6838, -0.1087], [1.5445, -1.1452, -4.3787], [1.6085, -0.2482, -3.9787], [0.7405, -1.4732, -3.9877], [-4.0455, 4.4408, -1.1167], [-3.1665, 4.4218, -0.6677], [-3.4615, 4.6378, -2.0547], [-1.2205, -3.4382, 3.3283], [-1.7015, -2.8322, 3.8693], [-1.0715, -2.9912, 2.4193], [-0.1385, -5.1612, -1.0047], [-0.0905, -4.2492, -0.5817], [0.5095, -5.4622, -0.4677], [3.3875, -0.3192, -0.9237], [2.9385, -0.7462, -1.7537], [2.7855, -0.3752, -0.2427], [-3.4555, 1.7828, -2.4497], [-3.1035, 1.5538, -1.6317], [-3.8455, 2.5658, -2.1997], [3.1485, -2.4652, -2.5387], [2.3965, -2.2582, -3.0337], [3.0385, -3.4412, -2.2347], [-2.4715, -5.4482, 0.5563], [-3.0295, -4.7902, 0.9433], [-1.6185, -5.1172, 0.3293], [0.2925, 6.0478, 0.4113], [-0.4405, 5.6228, 0.6423], [0.9375, 5.4548, 0.0113], [3.7715, 2.4398, -1.1747], [4.0025, 1.7848, -0.7027], [3.1675, 3.0318, -0.6347], [-1.1805, -3.3712, -5.1587], [-1.9185, -4.0822, -5.0057], [-1.3435, -2.6152, -4.4237]], "atomic_forces_ev_per_a": [[-2.8, 0.0, 0.7], [-1.6, 0.6, 1.3], [4.1, -0.7, -2.7], [-0.8, -0.1, -1.6], [3.8, -1.2, -1.8], [-1.3, 0.3, -1.0], [-1.8, 0.2, 4.2], [-2.5, 1.3, 0.5], [9.3, 4.3, 2.7], [-4.4, -1.4, -1.3], [-1.4, -3.0, -4.7], [-4.1, 0.7, 4.8], [3.2, -1.1, -0.7], [0.8, 5.2, -1.3], [-1.3, -6.8, 4.9], [-0.9, -0.7, -0.7], [1.5, 0.8, 0.0], [-0.5, 5.2, 1.3], [1.0, 1.4, 1.2], [-0.4, -4.3, -3.5], [0.2, -4.2, -1.2], [7.0, 5.1, 1.6], [-2.5, -1.8, -0.7], [-7.7, 7.7, 0.1], [0.0, -4.0, -0.9], [3.0, -3.0, 0.0], [0.6, 1.3, 0.2], [0.1, -0.8, -0.5], [-0.8, -0.4, 0.1], [3.7, 1.1, -4.3], [-0.8, -0.5, 1.0], [-3.1, -0.6, 3.2], [0.8, 0.1, -2.6], [-0.4, 0.8, 0.3], [-0.3, -0.9, 2.2], [-2.2, 3.1, -1.2], [-1.0, -0.5, -1.4], [3.5, -2.8, 2.4], [0.9, -0.6, -5.1], [1.6, 1.1, 2.7], [-1.9, -0.3, 2.5], [0.4, -2.0, -2.8], [1.3, -1.2, 2.2], [-1.8, 3.2, 0.6], [1.8, -3.6, 2.1], [-1.9, 0.3, -1.8], [0.2, 2.8, -0.8], [-1.2, -1.7, 0.0], [0.1, 0.8, 0.3], [0.8, 0.7, -0.4], [4.9, 4.0, -1.5], [-4.4, -3.3, 1.2], [-0.6, -0.5, 0.3], [-3.4, 9.3, -4.9], [2.4, -7.8, 5.5], [1.1, -1.4, -0.8], [-2.6, 0.6, 2.4], [2.1, 2.3, -0.1], [0.5, -3.0, -2.4]], "e_homo_ha": -0.1977, "total_charge": -2, "e_above_lowest_kj_mol": 728.93, "homo_lumo_gap_ev": 8.7}

=====

{"formula": "C8H22ClN4", "method": "ωB97M-V/def2-TZVPD", "species": ["C", "C", "C", "C", "C", "C", "C", "C", "N", "N", "N", "N", "Cl", "H", "H", "H", "H", "H", "H", "H", "H", "H", "H", "H", "H", "H", "H", "H", "H", "H", "H", "H", "H", "H", "H"], "positions_angstrom": [[-2.7191, 2.0440, -1.0956], [1.6273, 3.3560, -1.2909], [0.2404, -3.7597, 1.5015], [-0.1560, -3.4056, -0.7496], [1.5416, -1.0870, 2.4657], [-1.3128, 2.6719, -0.9017], [1.0627, 2.1928, -0.5312], [-0.0584, -1.3802, 0.5829], [-0.5620, -0.6858, -0.4368], [0.0389, -2.7189, 0.4921], [0.3476, -0.7945, 1.7010], [-0.2186, 1.7737, -1.1318], [-0.3830, 0.7294, 2.0301], [-2.7789, 1.8668, -2.1089], [-2.9475, 1.1693, -0.3414], [-3.5687, 2.6589, -0.8559], [1.4160, 3.3860, -2.4263], [1.2223, 4.2300, -0.9598], [2.7667, 3.5320, -1.2068], [-0.4786, -4.4706, 1.2252], [1.1804, -4.1825, 1.7299], [-0.2708, -3.3679, 2.4868], [0.6415, -4.1802, -0.9209], [-1.0239, -4.1841, -0.6115], [-0.1283, -2.7901, -1.5673], [2.4161, -0.6238, 2.1540], [1.4187, -0.8076, 3.4921], [1.6366, -2.0550, 2.5852], [-1.1290, 2.9069, 0.0898], [-1.1199, 3.5137, -1.4771], [0.9280, 2.3256, 0.4835], [1.8714, 1.3713, -0.4478], [-0.5444, 0.3259, -0.6853], [-1.0025, -1.0938, -1.1997], [0.0463, 1.5331, -2.0734]], "atomic_forces_ev_per_a": [[0.7, -0.7, 3.3], [2.9, -0.4, -2.3], [-3.1, 3.1, 3.4], [-0.3, -4.3, 1.1], [-1.7, 3.0, 0.8], [-1.0, -1.4, -0.1], [1.5, -1.7, -1.8], [-0.5, -1.3, -1.9], [0.4, -0.9, 1.6], [1.2, -0.5, -0.3], [-0.2, 1.6, 1.2], [1.6, -2.1, 0.1], [0.2, -0.4, 0.2], [-0.6, -1.3, -2.2], [1.0, 1.1, -1.9], [0.1, 1.0, 0.1], [0.3, -0.6, 1.7], [-1.2, 2.6, 1.0], [-1.7, -0.6, 0.0], [-0.5, -1.6, -0.3], [1.3, 0.0, -0.4], [1.4, -0.6, -1.5], [-0.1, 1.0, 0.3], [0.8, 2.1, -0.8], [-0.5, 1.3, -2.0], [1.5, 0.9, -1.2], [-0.5, 0.7, 0.5], [0.8, -5.0, -0.1], [-0.3, 1.0, 2.2], [-0.5, 2.0, -1.1], [-0.6, 1.2, 2.0], [-1.5, 0.5, -0.9], [0.8, 1.6, 1.0], [-0.9, -1.8, -1.0], [-0.7, 0.4, -0.7]], "e_homo_ha": -0.4607, "total_charge": 1, "e_above_lowest_kj_mol": 89.88, "homo_lumo_gap_ev": 9.7}